No. 1
Density functional theory data (ωB97M-V/def2-TZVPD) for a molecular structure, C21H16AuN3O3S.

The total charge is 0. Its spin multiplicity is 1. For the HOMO energy, the calculation gives -7.860 eV. The lowest unoccupied orbital energy is -1.556 eV. The max |F| is 0.60 eV/A. The molar mass is 587.4 g/mol. The relative energy (zero: lowest compared OMol25 entry of this formula, charge and spin) is 79.6 kJ/mol.

Element x y z (Å)
Au  0.477  -0.484  -0.745
C  1.525  3.691  -0.945
C  1.484  2.203  -0.914
N  0.392  1.533  -0.830
N  -0.850  2.098  -0.812
C  -1.764  1.152  -0.876
O  -1.535  -0.120  -0.955
C  -3.189  1.567  -0.875
C  -3.528  2.918  -0.876
C  -4.861  3.294  -0.869
C  -5.857  2.325  -0.861
C  -5.518  0.979  -0.858
C  -4.186  0.598  -0.866
C  2.716  1.384  -0.975
C  3.979  1.923  -0.812
C  5.077  1.076  -0.829
C  4.889  -0.283  -0.997
C  3.597  -0.760  -1.152
N  2.555  0.060  -1.175
H  0.515  4.084  -0.991
H  2.095  4.041  -1.807
H  2.008  4.071  -0.043
H  -2.744  3.661  -0.878
H  -5.124  4.343  -0.869
H  -6.898  2.622  -0.853
H  -6.294  0.225  -0.848
H  -3.906  -0.447  -0.861
H  4.097  2.985  -0.650
H  6.071  1.479  -0.692
H  5.720  -0.973  -0.997
H  3.374  -1.815  -1.257
O  0.456  -0.592  3.122
C  0.846  -1.198  2.139
O  1.581  -0.672  1.198
C  0.569  -2.681  2.019
C  0.407  -3.384  3.212
C  0.169  -4.746  3.230
C  0.044  -5.430  2.028
C  0.160  -4.746  0.831
C  0.448  -3.379  0.816
S  0.614  -2.751  -0.840
H  0.471  -2.819  4.132
H  0.064  -5.270  4.171
H  -0.167  -6.492  2.018
H  0.023  -5.271  -0.108



No. 2
Density functional theory data (ωB97M-V/def2-TZVPD) for a molecular structure, C21H16Br2ClN4O5PbS2.

The total charge is -1. Its spin multiplicity is 1. For the HOMO energy, the calculation gives -5.278 eV. The lowest unoccupied orbital energy is 2.245 eV. The max |F| is 0.08 eV/A. The molar mass is 871.0 g/mol. The relative energy (zero: lowest compared OMol25 entry of this formula, charge and spin) is 0.0 kJ/mol.

Element x y z (Å)
Pb  0.843  -1.034  1.359
C  -0.411  -4.501  1.854
C  -1.157  -3.986  0.659
C  -2.185  -4.740  0.053
C  -2.872  -4.220  -1.004
C  -2.564  -2.928  -1.480
C  -3.213  -2.279  -2.558
Br  -4.602  -3.157  -3.517
C  -2.852  -1.016  -2.924
C  -1.835  -0.337  -2.239
Br  -1.408  1.427  -2.775
C  -1.136  -0.890  -1.170
O  -0.213  -0.271  -0.524
C  -1.529  -2.239  -0.812
N  -0.847  -2.791  0.218
H  -0.582  -5.567  2.002
H  -0.744  -3.956  2.740
H  0.660  -4.328  1.744
H  -2.420  -5.724  0.438
H  -3.661  -4.785  -1.481
H  -3.353  -0.522  -3.744
Cl  1.393  -1.225  4.623
C  -0.210  -0.455  4.863
C  -1.305  -0.897  3.880
O  -2.448  -0.706  4.274
O  -0.963  -1.393  2.752
H  -0.057  0.617  4.756
H  -0.530  -0.680  5.874
N  1.254  3.057  -4.739
C  1.848  2.896  -3.481
C  2.085  3.992  -2.659
C  2.669  3.822  -1.412
C  3.035  2.558  -0.987
C  2.823  1.459  -1.813
C  2.238  1.625  -3.050
S  3.673  2.288  0.643
O  4.843  1.461  0.525
O  3.806  3.596  1.251
N  2.535  1.413  1.347
C  1.382  1.982  1.707
S  0.995  3.679  1.909
C  -0.635  3.251  2.323
C  -0.795  1.915  2.299
N  0.335  1.207  1.968
H  0.676  3.880  -4.807
H  0.740  2.240  -5.038
H  1.791  4.982  -2.990
H  2.838  4.666  -0.757
H  3.105  0.471  -1.470
H  2.048  0.764  -3.681
H  -1.377  3.999  2.547
H  -1.709  1.377  2.509



No. 3
Density functional theory data (ωB97M-V/def2-TZVPD) for a molecular structure, C21H16CeClN2O7S.

The total charge is 0. Its spin multiplicity is 2. For the HOMO energy (alpha / beta), the calculation gives -8.187 / -8.188 eV. The lowest unoccupied orbital energy (alpha / beta) is -0.754 / -0.752 eV. The max |F| is 1.32 eV/A. The molar mass is 616.0 g/mol. The relative energy (zero: lowest compared OMol25 entry of this formula, charge and spin) is 0.0 kJ/mol. Its expectation value of S² is 0.7507.

Element x y z (Å)
Ce  -1.020  0.983  -1.614
S  -2.627  3.301  -1.354
C  -1.099  4.016  -0.797
C  -1.035  5.360  -0.384
C  0.168  5.877  0.032
C  1.314  5.075  0.053
C  1.183  3.768  -0.354
N  0.011  3.268  -0.766
H  -1.932  5.962  -0.403
H  0.221  6.912  0.348
H  2.271  5.451  0.381
H  2.024  3.085  -0.339
O  -0.203  -0.261  0.280
C  -1.375  -0.388  0.763
O  -2.386  -0.020  0.102
C  -1.548  -0.982  2.119
C  -0.466  -1.649  2.694
C  -0.599  -2.246  3.938
C  -1.824  -2.125  4.565
C  -2.911  -1.462  4.036
C  -2.763  -0.888  2.781
N  -1.982  -2.760  5.915
O  -3.019  -2.561  6.506
O  -1.054  -3.415  6.333
H  0.471  -1.687  2.156
H  0.208  -2.783  4.411
H  -3.834  -1.405  4.590
H  -3.591  -0.374  2.314
C  1.263  -3.661  -1.316
C  1.798  -2.270  -1.450
C  2.632  -1.714  -0.499
C  3.095  -0.410  -0.624
Cl  4.115  0.253  0.624
C  2.755  0.362  -1.711
C  1.905  -0.177  -2.680
C  1.429  -1.476  -2.546
O  0.593  -2.091  -3.443
C  0.006  -1.341  -4.492
C  -0.948  -0.291  -3.928
O  -0.658  0.931  -4.027
O  -1.876  -0.661  -3.153
H  1.616  -4.120  -0.395
H  1.567  -4.287  -2.157
H  0.171  -3.662  -1.310
H  2.921  -2.296  0.367
H  3.144  1.365  -1.822
H  1.657  0.414  -3.551
H  -0.549  -2.065  -5.084
H  0.763  -0.856  -5.112



No. 4
Density functional theory data (ωB97M-V/def2-TZVPD) for 8 unconnected molecules or ions with the total composition C21H16Cl28F3I2O.

The total charge is -1. Its spin multiplicity is 1. For the HOMO energy, the calculation gives -3.006 eV. The lowest unoccupied orbital energy is 1.190 eV. The max |F| is 2.08 eV/A. The molar mass is 1587.8 g/mol.

Element x y z (Å)
C  -2.791  -0.999  4.742
C  -2.859  -0.964  3.240
C  -4.080  -1.083  2.595
C  -4.192  -1.077  1.216
C  -3.063  -0.948  0.418
C  -3.090  -0.935  -1.082
C  -2.587  0.390  -1.672
C  -2.788  0.241  -3.153
O  -2.351  1.402  -3.947
C  -1.115  1.335  -4.429
F  -1.056  0.590  -5.581
F  -0.721  2.580  -4.781
F  -0.192  0.847  -3.591
C  -3.256  1.560  -1.117
I  -1.730  3.300  -1.066
C  -4.456  2.212  -1.795
C  -4.965  3.490  -1.081
I  -6.158  0.851  -1.875
C  -1.840  -0.845  1.063
C  -1.725  -0.838  2.441
H  -1.897  -0.485  5.092
H  -3.641  -0.496  5.199
H  -2.758  -2.017  5.132
H  -4.965  -1.175  3.214
H  -5.168  -1.168  0.757
H  -4.062  -1.271  -1.476
H  -2.366  -1.696  -1.408
H  -3.824  0.029  -3.453
H  -2.195  -0.617  -3.490
H  -3.504  1.417  -0.067
H  -4.250  2.486  -2.823
H  -4.440  3.658  -0.146
H  -4.890  4.346  -1.747
H  -6.021  3.401  -0.834
H  -0.944  -0.747  0.465
H  -0.713  -0.735  2.821
C  2.270  0.255  4.921
Cl  2.301  2.020  4.965
Cl  3.566  -0.348  3.892
Cl  2.479  -0.369  6.570
Cl  0.718  -0.288  4.270
C  5.063  1.814  0.776
Cl  6.141  3.034  0.083
Cl  6.004  0.345  1.113
Cl  4.365  2.416  2.274
Cl  3.775  1.443  -0.362
C  7.439  0.402  5.377
Cl  7.706  -0.461  3.860
Cl  5.867  -0.054  6.025
Cl  8.706  -0.031  6.535
Cl  7.483  2.141  5.077
C  -2.875  4.757  -7.973
Cl  -2.391  3.134  -7.524
Cl  -3.584  4.749  -9.602
Cl  -4.073  5.356  -6.822
Cl  -1.467  5.828  -7.967
C  -6.078  1.445  -6.587
Cl  -6.501  -0.272  -6.678
Cl  -4.640  1.644  -5.604
Cl  -5.800  2.059  -8.224
Cl  -7.423  2.337  -5.857
C  5.845  -4.399  2.683
Cl  6.129  -5.293  1.182
Cl  4.253  -4.809  3.319
Cl  7.086  -4.829  3.863
Cl  5.919  -2.667  2.361
C  10.471  -7.480  3.251
Cl  10.905  -9.100  2.694
Cl  9.019  -6.930  2.423
Cl  10.170  -7.520  4.993
Cl  11.802  -6.368  2.913



Energy readings, ordered: -47175.301 -217765.660 -75638.322 -399064.239 eV